Record 1
Density functional theory data (wB97M-V/def2-TZVPD) for 2 unconnected molecules or ions with the total composition C30H43O9 in a non-equilibrium geometry.

Results
Kohn-Sham gap   3.95 eV
HOMO   -0.155 Ha
Energy   -50231.0050 eV
Charge   -1
Lowest unoccupied orbital energy   -0.27 eV

Structure (XYZ):
```
82
C30H43O9, DFT wB97M-V/def2-TZVPD
C 2.682 -3.724 2.798
O 1.922 -4.469 1.850
C 1.070 -3.600 1.048
C 1.627 -3.735 -0.445
C 2.982 -2.959 -0.671
O 3.133 -1.775 0.155
C 4.356 -1.169 -0.075
C 5.349 -0.997 1.005
C 6.629 -0.318 0.772
C 6.992 0.213 -0.540
C 6.018 0.065 -1.621
C 4.741 -0.616 -1.388
O 0.659 -3.602 -1.461
C 0.168 -2.316 -1.761
O -1.267 -2.481 -1.927
C -2.020 -1.876 -0.886
C -3.542 -2.361 -1.111
C -3.709 -3.052 -2.538
C -4.096 -3.238 0.069
C -3.174 -4.451 0.493
C -4.542 -2.321 1.295
O 0.395 -1.285 -0.831
C 0.700 -0.016 -1.418
C 0.673 1.043 -0.214
C 2.027 1.117 0.587
C 0.240 2.483 -0.709
C -0.525 3.196 0.473
C 1.452 3.410 -1.132
C 0.666 -1.967 -3.260
O 1.755 -2.375 -3.714
O -0.122 -1.274 -4.044
H 3.203 -4.487 3.451
H 2.040 -3.107 3.480
H 3.500 -3.106 2.329
H 1.110 -2.550 1.428
H 0.049 -4.060 1.052
H 1.947 -4.820 -0.480
H 3.160 -2.665 -1.736
H 3.835 -3.651 -0.389
H 5.123 -1.361 2.032
H 7.311 -0.212 1.656
H 7.968 0.732 -0.680
H 6.284 0.502 -2.619
H 4.007 -0.730 -2.230
H -1.755 -2.208 0.153
H -2.082 -0.749 -0.962
H -4.207 -1.445 -1.166
H -4.821 -3.162 -2.732
H -3.338 -2.388 -3.367
H -3.219 -4.055 -2.528
H -5.065 -3.694 -0.307
H -2.496 -4.718 -0.355
H -3.825 -5.290 0.845
H -2.560 -4.099 1.376
H -5.119 -2.992 1.992
H -3.672 -1.815 1.782
H -5.295 -1.595 0.871
H 1.735 0.056 -1.853
H -0.090 0.349 -2.134
H -0.097 0.644 0.514
H 2.943 1.172 -0.056
H 2.093 0.263 1.322
H 2.018 2.046 1.235
H -0.465 2.393 -1.579
H -1.257 2.530 1.003
H -1.120 4.048 0.036
H 0.185 3.601 1.248
H 0.992 4.399 -1.438
H 2.141 3.654 -0.282
H 1.981 3.004 -2.032
C -3.086 8.199 1.634
C -2.443 7.052 1.844
C -3.172 5.765 1.921
O -2.587 4.721 2.114
C -4.644 5.803 1.753
C -5.286 6.951 1.543
C -4.557 8.237 1.467
O -5.142 9.284 1.274
H -2.570 9.149 1.576
H -1.368 7.005 1.968
H -5.160 4.854 1.811
H -6.361 6.997 1.419
```

Record 2
Density functional theory data (wB97M-V/def2-TZVPD) for a molecular structure, C30H44B2Cl2I2NO27 in a non-equilibrium geometry.

Results
Kohn-Sham gap   8.49 eV
HOMO   -0.432 Ha
Energy   -131193.9525 eV
Charge   +1
Lowest unoccupied orbital energy   -3.26 eV

Structure (XYZ):
```
108
C30H44B2Cl2I2NO27, DFT wB97M-V/def2-TZVPD
C 1.374 0.982 -6.985
B 1.574 -0.239 -5.992
O 1.275 -1.510 -6.411
C 2.213 0.022 -4.529
B 3.757 -0.384 -4.742
O 4.726 -0.279 -3.777
O 4.165 -0.843 -5.979
C 2.131 1.528 -4.263
N 2.574 1.902 -2.885
C 1.802 1.240 -1.811
Cl 2.711 1.641 -0.300
I -0.148 2.100 -1.625
C 1.861 -0.291 -1.960
Cl 0.872 -1.047 -0.705
C 1.575 -0.833 -3.408
I -0.545 -1.176 -3.699
H 0.543 1.610 -6.667
H 2.285 1.587 -6.992
H 1.238 0.618 -7.999
H 0.310 -1.656 -6.458
H 4.379 -0.178 -2.880
H 4.628 -0.130 -6.452
H 1.128 1.929 -4.392
H 2.808 2.057 -4.922
H 3.574 1.745 -2.741
H 2.399 2.910 -2.779
H 2.872 -0.575 -1.662
H 2.048 -1.810 -3.439
C 0.366 1.195 2.954
C 1.051 2.539 3.029
O 0.056 3.356 3.651
C -0.773 2.546 4.361
O -1.605 2.922 5.119
O -0.530 1.240 4.067
H 1.049 0.355 3.046
H -0.215 1.081 2.035
H 1.942 2.526 3.660
H 1.312 2.930 2.049
C 2.836 6.664 -2.262
C 2.790 7.353 -3.611
O 3.380 6.364 -4.477
C 3.228 5.170 -3.910
O 3.446 4.117 -4.441
O 2.776 5.273 -2.642
H 2.003 6.922 -1.616
H 3.771 6.839 -1.731
H 1.773 7.548 -3.950
H 3.361 8.276 -3.643
C -4.558 0.252 3.523
C -3.515 0.990 2.721
O -4.088 1.000 1.406
C -5.432 0.863 1.530
O -6.205 1.001 0.636
O -5.767 0.554 2.803
H -4.623 0.600 4.551
H -4.405 -0.823 3.517
H -3.387 2.023 3.057
H -2.555 0.491 2.718
C -4.530 0.896 -4.696
C -5.451 0.816 -5.894
O -4.679 0.036 -6.817
C -3.791 -0.702 -6.113
O -3.109 -1.565 -6.570
O -3.775 -0.319 -4.817
H -5.063 0.921 -3.750
H -3.843 1.743 -4.746
H -6.378 0.285 -5.675
H -5.689 1.788 -6.319
C 0.401 -2.319 4.781
C -0.534 -3.356 5.371
O -1.815 -2.929 4.858
C -1.601 -2.218 3.740
O -2.436 -1.859 2.966
O -0.286 -1.946 3.577
H 1.390 -2.709 4.555
H 0.498 -1.436 5.417
H -0.327 -4.360 5.014
H -0.542 -3.359 6.454
C -1.093 -5.352 9.485
C -0.897 -6.844 9.605
O -0.710 -7.235 8.234
C -0.270 -6.165 7.546
O 0.142 -6.203 6.426
O -0.348 -5.040 8.296
H -0.700 -4.805 10.339
H -2.137 -5.074 9.329
H 0.000 -7.102 10.169
H -1.751 -7.357 10.039
C -1.740 2.573 -9.909
C -2.023 1.348 -9.065
O -1.695 1.815 -7.742
C -1.799 3.164 -7.733
O -1.742 3.828 -6.744
O -1.968 3.645 -8.980
H -2.400 2.665 -10.767
H -0.704 2.622 -10.247
H -3.071 1.056 -9.084
H -1.411 0.490 -9.330
C 3.081 -5.096 9.198
C 3.861 -3.815 9.408
O 2.900 -2.979 10.061
C 1.987 -3.773 10.665
O 1.152 -3.395 11.422
O 2.148 -5.068 10.286
H 3.700 -5.987 9.251
H 2.525 -5.101 8.258
H 4.718 -3.950 10.069
H 4.194 -3.359 8.480
```

Record 3
Density functional theory data (wB97M-V/def2-TZVPD) for 2 unconnected molecules or ions with the total composition C30H44BF4I2NO in a non-equilibrium geometry.

Results
Kohn-Sham gap   6.91 eV
HOMO   -0.336 Ha
Energy   -63088.9832 eV
Lowest unoccupied orbital energy   -2.23 eV

Structure (XYZ):
```
83
C30H44BF4I2NO, DFT wB97M-V/def2-TZVPD
C -5.742 -4.513 -1.375
C -4.200 -4.488 -1.943
C -3.053 -4.577 -0.729
C -1.845 -3.563 -1.186
C -0.535 -3.590 -0.147
N 0.123 -2.204 -0.123
C 1.414 -1.900 -0.913
C 2.222 -3.033 -1.813
C 1.558 -3.053 -3.324
C 2.103 -0.376 -0.926
C 3.469 -0.012 -1.809
I 5.528 -0.321 -1.117
C 3.190 0.573 -3.180
C 4.342 1.054 -4.243
I 1.074 0.849 -3.817
C 1.429 0.843 -0.059
C 2.130 2.324 -0.106
C 3.212 2.550 1.144
C 3.084 4.092 1.703
C 2.197 4.232 3.075
O 2.807 5.081 4.122
C 2.026 4.962 5.381
C 0.043 0.465 0.778
C -0.641 1.682 1.659
C -1.992 2.156 0.795
C -0.975 1.287 3.218
C -1.268 2.709 4.042
C -0.563 -1.079 0.680
C -1.985 -1.454 1.476
C -1.912 -2.216 2.963
C -3.263 -2.667 3.797
C -4.720 -2.357 3.110
C -4.796 -1.585 1.665
C -3.461 -1.129 0.818
H -5.753 -4.356 -0.210
H -6.241 -5.528 -1.717
H -6.350 -3.608 -1.860
H -4.053 -3.415 -2.442
H -4.013 -5.283 -2.792
H -3.509 -4.339 0.327
H -2.629 -5.670 -0.680
H -2.287 -2.484 -1.325
H -1.453 -3.899 -2.254
H -0.866 -3.952 0.942
H 0.165 -4.435 -0.559
H 2.182 -4.121 -1.324
H 3.379 -2.796 -1.929
H 1.122 -4.104 -3.639
H 2.401 -2.712 -4.090
H 0.739 -2.193 -3.335
H 3.806 1.787 -5.017
H 4.726 0.138 -4.868
H 5.235 1.650 -3.773
H 1.327 3.196 0.032
H 2.668 2.574 -1.138
H 4.326 2.394 0.753
H 2.976 1.784 2.009
H 4.194 4.473 1.898
H 2.604 4.842 0.908
H 1.158 4.701 2.790
H 1.992 3.175 3.568
H 2.445 4.091 6.055
H 0.874 4.765 5.180
H 2.061 5.975 6.009
H 0.036 2.662 1.706
H -2.222 1.410 -0.092
H -1.726 3.193 0.267
H -2.910 2.369 1.490
H -2.006 0.688 3.279
H -0.157 0.637 3.748
H -1.533 2.537 5.171
H -2.126 3.319 3.480
H -0.304 3.369 3.987
H -0.825 -2.437 3.400
H -3.184 -3.232 4.834
H -5.693 -2.715 3.699
H -5.844 -1.367 1.159
H -3.558 -0.581 -0.238
B 3.565 3.350 -7.406
F 2.400 3.783 -6.652
F 4.771 3.834 -6.754
F 3.594 1.898 -7.462
F 3.496 3.886 -8.755
```

Record 4
Density functional theory data (wB97M-V/def2-TZVPD) for a molecular structure, C30H44Br60N in a non-equilibrium geometry.

Results
ΔE to the lowest compared entry with this formula, charge and spin   0.00 kcal per mole
Kohn-Sham gap   7.93 eV
HOMO   -0.392 Ha
Energy   -4235850.5737 eV
Charge   +1
Lowest unoccupied orbital energy   -2.75 eV

Structure (XYZ):
```
135
C30H44Br60N, DFT wB97M-V/def2-TZVPD
C -1.356 1.547 0.936
C -0.909 1.895 -0.498
C 0.619 2.003 -0.644
C 1.049 3.007 -1.709
C 0.976 4.483 -1.263
C 1.339 4.691 0.207
C 1.247 6.138 0.689
C 2.156 7.133 -0.040
C 1.494 7.803 -1.262
C 1.031 9.242 -0.966
N -0.207 9.477 -1.781
H -1.625 0.501 1.022
H -2.219 2.150 1.217
H -0.545 1.748 1.634
H -1.244 1.099 -1.165
H -1.396 2.817 -0.822
H 1.089 2.199 0.318
H 0.985 1.020 -0.952
H 0.390 2.887 -2.573
H 2.049 2.773 -2.077
H -0.037 4.867 -1.418
H 1.679 5.046 -1.883
H 2.327 4.284 0.428
H 0.608 4.140 0.802
H 0.206 6.459 0.551
H 1.444 6.173 1.761
H 2.386 7.931 0.668
H 3.120 6.703 -0.310
H 0.621 7.216 -1.559
H 2.203 7.806 -2.091
H 1.843 9.913 -1.212
H 0.767 9.332 0.085
H -0.534 10.436 -1.685
H -0.940 8.847 -1.454
H -0.023 9.281 -2.754
C -0.454 1.509 5.246
Br -1.661 2.796 5.993
Br -1.354 0.166 4.216
Br 0.906 2.391 4.205
H 0.045 1.006 6.061
C 1.227 12.575 -4.614
Br 0.893 11.817 -6.335
Br -0.084 13.872 -4.111
Br 1.342 11.187 -3.255
H 2.192 13.059 -4.642
C -0.913 -2.877 0.049
Br -2.541 -1.878 -0.070
Br -0.610 -3.896 -1.552
Br 0.562 -1.728 0.479
H -1.033 -3.586 0.857
C -3.171 -6.252 0.635
Br -2.080 -7.824 0.721
Br -5.025 -6.667 0.369
Br -2.931 -5.159 2.205
H -2.845 -5.670 -0.218
C 1.942 -5.716 -4.326
Br 2.674 -7.018 -5.532
Br 2.543 -3.939 -4.720
Br 0.026 -5.824 -4.278
H 2.293 -5.959 -3.332
C -6.929 -4.661 -2.400
Br -8.582 -3.689 -2.539
Br -6.559 -5.663 -3.990
Br -5.466 -3.517 -1.922
H -7.044 -5.373 -1.596
C -3.582 10.853 -4.445
Br -1.882 10.108 -3.848
Br -4.052 12.348 -3.353
Br -3.529 11.280 -6.302
H -4.322 10.081 -4.296
C 5.127 2.712 1.656
Br 4.076 4.011 2.601
Br 4.008 1.539 0.621
Br 6.475 3.548 0.581
H 5.631 2.112 2.401
C -8.961 -9.477 -4.881
Br -7.213 -9.584 -4.087
Br -9.866 -7.857 -4.394
Br -8.885 -9.701 -6.787
H -9.541 -10.299 -4.488
C 3.612 10.570 2.354
Br 4.051 10.168 0.519
Br 3.993 12.392 2.781
Br 1.792 10.101 2.774
H 4.248 9.948 2.967
C 7.146 3.181 5.944
Br 7.618 2.001 4.500
Br 8.093 4.844 5.825
Br 5.252 3.457 6.066
H 7.459 2.694 6.856
C -2.882 6.665 5.071
Br -1.151 6.266 4.333
Br -3.073 6.008 6.867
Br -3.269 8.543 4.969
H -3.614 6.153 4.465
C 4.222 -3.559 1.364
Br 4.837 -4.437 -0.228
Br 4.197 -1.646 1.143
Br 2.530 -4.253 1.961
H 4.938 -3.772 2.146
C 2.554 -2.729 6.018
Br 4.335 -3.017 5.356
Br 2.447 -3.027 7.909
Br 1.889 -0.992 5.525
H 1.916 -3.456 5.537
C -5.159 -13.155 -5.632
Br -5.551 -11.831 -6.964
Br -3.669 -12.613 -4.552
Br -6.699 -13.577 -4.563
H -4.877 -14.060 -6.149
C 7.484 -5.563 3.643
Br 5.707 -6.267 3.486
Br 8.429 -5.682 1.981
Br 7.525 -3.765 4.342
H 8.002 -6.183 4.362
C -13.648 -6.585 -2.717
Br -15.210 -5.473 -2.752
Br -13.499 -7.662 -4.297
Br -12.048 -5.552 -2.429
H -13.749 -7.256 -1.877
C 2.224 -7.978 -0.164
Br 0.994 -9.438 0.038
Br 1.305 -6.345 -0.635
Br 3.290 -7.728 1.410
H 2.883 -8.226 -0.983
C 7.994 -8.418 7.067
Br 6.527 -7.232 7.427
Br 7.415 -10.032 6.214
Br 9.354 -7.527 6.036
H 8.439 -8.687 8.013
C -1.239 -9.175 -5.110
Br -1.161 -10.463 -6.527
Br -2.799 -8.063 -5.241
Br -1.104 -9.986 -3.372
H -0.379 -8.529 -5.219
```

Record 5
Density functional theory data (wB97M-V/def2-TZVPD) for a molecular structure, C30H44ClN4O5Si2Sr.

Results
ΔE to the lowest compared entry with this formula, charge and spin   4.39 kcal per mole
Kohn-Sham gap   7.14 eV
HOMO   -0.180 Ha
Energy   -77143.8791 eV
Charge   -1
Lowest unoccupied orbital energy   2.25 eV

Structure (XYZ):
```
87
C30H44ClN4O5Si2Sr, DFT wB97M-V/def2-TZVPD
Sr 2.116 -0.575 -0.204
C 1.929 2.910 2.505
Si 1.400 3.335 0.743
C 1.705 5.198 0.567
C -0.486 3.130 0.708
C 2.187 2.232 -0.487
C 1.500 2.021 -1.758
C 0.709 2.998 -2.409
C 0.139 2.741 -3.633
C 0.336 1.500 -4.243
C 1.090 0.576 -3.557
N 1.651 0.809 -2.365
Si 4.011 2.312 -0.721
C 4.923 2.929 0.806
C 4.448 3.476 -2.141
C 4.822 0.660 -1.173
H 1.262 3.393 3.227
H 2.941 3.259 2.717
H 1.913 1.833 2.693
H 1.209 5.767 1.359
H 1.346 5.580 -0.393
H 2.775 5.418 0.623
H -0.934 3.574 1.603
H -0.771 2.074 0.677
H -0.947 3.604 -0.161
H 0.596 3.971 -1.950
H -0.448 3.506 -4.129
H -0.100 1.257 -5.202
H 1.249 -0.418 -3.964
H 4.597 3.923 1.119
H 5.990 2.987 0.571
H 4.809 2.250 1.654
H 4.083 4.486 -1.930
H 3.976 3.145 -3.070
H 5.527 3.532 -2.312
H 4.836 -0.100 -0.382
H 5.872 0.836 -1.426
H 4.358 0.220 -2.060
O 0.950 -4.670 0.293
C 1.506 -3.670 -0.137
O 0.902 -2.611 -0.590
C 3.071 -3.559 -0.116
O 3.753 -4.480 -0.532
O 3.492 -2.429 0.357
C -2.237 -3.890 0.970
C -3.273 -3.341 1.959
C -4.659 -3.764 1.438
C -3.082 -4.016 3.321
C -3.231 -1.777 2.099
O -4.455 -1.338 2.727
C -3.145 -1.055 0.740
C -1.796 -0.870 0.019
C -2.002 -0.663 -1.460
C -2.628 0.484 -1.943
C -2.874 0.648 -3.296
C -2.484 -0.351 -4.173
Cl -2.769 -0.137 -5.883
C -1.844 -1.490 -3.726
C -1.601 -1.641 -2.366
C -2.249 -1.210 3.148
N -0.824 -1.325 2.918
C 0.018 -0.355 2.559
N 1.230 -0.844 2.379
C 1.071 -2.167 2.678
N -0.151 -2.492 3.024
H -2.304 -4.980 0.969
H -1.206 -3.647 1.212
H -2.440 -3.558 -0.051
H -4.630 -4.829 1.204
H -4.940 -3.248 0.516
H -5.443 -3.618 2.184
H -3.291 -5.084 3.224
H -3.771 -3.606 4.064
H -2.057 -3.914 3.675
H -5.183 -1.555 2.136
H -3.593 -0.068 0.893
H -3.813 -1.583 0.054
H -1.123 -1.714 0.165
H -1.297 0.019 0.417
H -2.921 1.269 -1.253
H -3.350 1.543 -3.673
H -1.528 -2.248 -4.430
H -1.065 -2.506 -1.994
H -2.478 -1.655 4.114
H -2.466 -0.143 3.218
H -0.283 0.675 2.440
H 1.870 -2.887 2.609
```

- The highest energy belongs to which entry?
  C30H43O9